[1]
16
Properties=species:S:1:pos:R:3:lowdin_charge:R:1 method="wB97M-V/def2-TZVPD" multiplicity=1 smiles=SS.O.O.O.O e_above_lowest_kj_mol=99.5 orbital_gap_ha=0.3329 total_charge=0
S -2.448 -1.040 0.418 0.22
S -0.436 -0.961 -0.248 0.26
H -3.009 0.009 -0.235 -0.22
H -0.489 0.357 0.036 -0.25
O 2.658 -2.700 -4.111 -0.04
H 2.416 -3.561 -4.403 0.01
H 3.386 -2.805 -3.503 0.03
O 2.921 0.808 0.739 -0.05
H 3.845 0.599 0.797 0.02
H 2.825 1.754 0.599 0.03
O 0.577 2.715 3.350 -0.06
H 0.645 2.304 2.476 0.02
H 0.943 2.036 3.928 0.03
O -1.307 2.530 -0.202 -0.08
H -1.479 2.245 -1.090 0.02
H -2.021 2.163 0.362 0.04

***

[2]
68
Properties=species:S:1:pos:R:3:lowdin_charge:R:1 method="wB97M-V/def2-TZVPD" multiplicity=1 orbital_gap_ha=0.1761 total_charge=-1
C -1.766 -0.721 1.480 -0.34
P -0.325 -1.052 2.729 0.67
O -1.172 -1.209 4.255 -0.44
N 0.802 0.284 2.749 -0.39
C 0.677 1.125 3.972 -0.41
C -0.656 2.020 3.790 -0.17
C -1.815 1.841 4.799 -0.05
C -3.101 2.673 4.578 -0.11
C -3.181 3.641 3.375 -0.13
C -2.014 3.878 2.364 -0.09
C -0.718 3.024 2.605 -0.04
H -1.564 0.175 0.803 0.02
H -2.748 -0.578 2.080 0.02
H -1.915 -1.671 0.862 -0.01
H -0.481 -1.555 4.858 0.01
H 0.664 0.472 4.912 0.06
H 1.633 1.776 4.053 0.09
H -1.732 1.092 5.667 0.09
H -4.001 2.572 5.287 0.07
H -4.150 4.222 3.211 0.06
H -2.123 4.611 1.492 0.07
H 0.175 3.137 1.910 0.08
C -2.241 -4.687 -4.623 -0.12
O -1.718 -5.410 -3.527 -0.21
C -0.888 -4.630 -2.667 -0.18
C -1.271 -4.795 -1.196 -0.17
O -2.547 -4.276 -0.821 -0.12
C -3.700 -4.909 -1.371 -0.17
C -3.939 -6.356 -0.940 -0.19
O -2.953 -7.233 -1.467 -0.21
C -2.413 -8.131 -0.519 -0.12
H -1.528 -4.698 -5.453 0.08
H -3.159 -5.183 -4.943 0.08
H -2.490 -3.655 -4.358 0.09
H -0.924 -3.567 -2.933 0.12
H 0.143 -4.966 -2.807 0.12
H -0.541 -4.231 -0.608 0.13
H -1.169 -5.830 -0.874 0.10
H -3.713 -4.807 -2.454 0.10
H -4.550 -4.319 -1.010 0.13
H -4.907 -6.684 -1.338 0.12
H -3.985 -6.411 0.152 0.12
H -2.312 -7.672 0.469 0.09
H -1.412 -8.416 -0.856 0.09
H -3.030 -9.031 -0.458 0.08
C 2.013 6.488 -2.089 -0.12
O 2.331 5.114 -1.991 -0.20
C 3.147 4.634 -3.057 -0.19
C 4.345 3.834 -2.545 -0.18
O 5.325 4.572 -1.818 -0.13
C 4.941 5.120 -0.556 -0.18
C 4.608 4.107 0.540 -0.20
O 3.415 3.396 0.252 -0.21
C 3.518 1.994 0.432 -0.10
H 1.122 6.622 -2.710 0.09
H 1.800 6.854 -1.084 0.09
H 2.842 7.077 -2.494 0.08
H 3.505 5.457 -3.688 0.12
H 2.527 3.988 -3.684 0.12
H 4.867 3.441 -3.423 0.12
H 4.024 2.961 -1.979 0.11
H 4.144 5.849 -0.683 0.10
H 5.812 5.691 -0.215 0.12
H 4.441 4.649 1.478 0.12
H 5.455 3.430 0.685 0.12
H 4.504 1.615 0.143 0.08
H 2.775 1.515 -0.212 0.09
H 3.299 1.732 1.469 0.08

***

[3]
19
Properties=species:S:1:pos:R:3:lowdin_charge:R:1 method="wB97M-V/def2-TZVPD" multiplicity=1 smiles="O/C=C/N[C@H]1C=CNC1" e_above_lowest_kj_mol=213.8 orbital_gap_ha=0.3156 total_charge=0
O 3.406 -0.834 -0.409 -0.01
C 2.531 0.030 0.147 -0.20
C 1.356 0.344 -0.413 -0.16
N 0.523 1.392 0.126 -0.02
C -0.976 0.965 0.228 -0.28
C -1.636 0.452 -1.001 -0.11
C -1.783 -0.860 -0.930 -0.14
N -1.344 -1.352 0.309 -0.03
C -1.085 -0.247 1.217 -0.14
H 4.095 -1.098 0.229 0.11
H 2.901 0.544 1.030 0.12
H 0.963 -0.121 -1.333 0.12
H 0.459 2.108 -0.608 0.10
H -1.546 1.852 0.563 0.13
H -1.861 1.074 -1.852 0.09
H -2.219 -1.507 -1.683 0.11
H -1.724 -2.211 0.674 0.12
H -0.164 -0.388 1.764 0.10
H -1.898 -0.145 1.942 0.11

***

[4]
89
Properties=species:S:1:pos:R:3:lowdin_charge:R:1 method="wB97M-V/def2-TZVPD" multiplicity=1 e_above_lowest_kj_mol=152.6 orbital_gap_ha="0.1412 / 0.2065" total_charge=+3
In 0.930 0.839 -0.819 0.97
C -0.604 -0.572 3.731 -0.10
N -0.621 -0.313 2.300 -0.49
P -1.828 0.592 1.466 1.04
C -3.388 0.414 2.385 -0.34
C -4.334 -0.537 2.018 -0.07
C -5.467 -0.709 2.795 -0.03
C -5.667 0.082 3.918 -0.02
C -4.727 1.039 4.270 -0.04
C -3.587 1.221 3.506 -0.08
C -1.220 2.302 1.617 -0.38
C -2.096 3.350 1.321 -0.07
C -1.699 4.655 1.555 -0.03
C -0.423 4.924 2.035 -0.02
C 0.461 3.883 2.289 -0.05
C 0.076 2.574 2.064 -0.14
P -0.316 -1.414 1.033 0.92
C -1.551 -2.742 1.216 -0.38
C -2.460 -2.951 0.188 -0.12
C -3.413 -3.946 0.315 -0.05
C -3.468 -4.701 1.478 -0.03
C -2.567 -4.475 2.507 -0.03
C -1.591 -3.501 2.383 -0.08
C 1.338 -2.099 1.374 -0.38
C 2.367 -1.299 1.875 -0.13
C 3.630 -1.840 2.049 -0.06
C 3.882 -3.156 1.680 -0.04
C 2.865 -3.945 1.161 -0.04
C 1.596 -3.417 0.995 -0.07
H -1.541 -1.004 4.092 0.09
H -0.425 0.366 4.261 0.10
H 0.208 -1.262 3.958 0.09
H -4.201 -1.129 1.126 0.09
H -6.200 -1.449 2.513 0.12
H -6.563 -0.036 4.511 0.13
H -4.872 1.661 5.142 0.12
H -2.850 1.962 3.782 0.11
H -3.092 3.143 0.955 0.12
H -2.384 5.468 1.374 0.13
H -0.111 5.942 2.207 0.13
H 1.442 4.093 2.688 0.12
H 0.754 1.763 2.307 0.08
H -2.398 -2.353 -0.712 0.10
H -4.100 -4.139 -0.493 0.12
H -4.209 -5.480 1.575 0.12
H -2.612 -5.067 3.410 0.12
H -0.861 -3.356 3.166 0.11
H 2.164 -0.276 2.177 0.09
H 4.424 -1.246 2.479 0.12
H 4.874 -3.565 1.799 0.12
H 3.062 -4.971 0.893 0.12
H 0.793 -4.031 0.614 0.11
N -5.766 1.455 -3.379 0.21
C -4.805 1.093 -2.524 -0.50
O -4.983 0.889 -1.337 0.06
C -3.416 0.912 -3.092 -0.08
C -3.118 0.712 -4.437 0.04
C -1.798 0.466 -4.790 -0.01
C -0.830 0.425 -3.801 -0.14
N -1.101 0.629 -2.510 -0.06
C -2.364 0.875 -2.181 -0.09
H -6.705 1.569 -3.028 0.14
H -5.604 1.688 -4.345 0.11
H -3.882 0.714 -5.199 0.13
H -1.537 0.306 -5.823 0.13
H 0.207 0.209 -4.043 0.10
H -2.574 1.027 -1.123 0.07
C 3.901 -0.426 -2.426 -0.18
N 5.238 -0.589 -2.944 -0.06
C 5.420 0.249 -4.124 -0.12
N 5.199 1.640 -3.752 -0.06
C 3.861 1.814 -3.239 -0.14
N 3.638 0.974 -2.041 -0.07
C 4.666 1.365 -1.051 -0.16
N 6.000 1.197 -1.581 -0.05
C 6.216 -0.197 -1.936 -0.12
C 6.183 2.040 -2.755 -0.11
H 3.774 -1.066 -1.544 0.13
H 3.174 -0.725 -3.190 0.14
H 4.711 -0.047 -4.900 0.15
H 6.437 0.126 -4.499 0.15
H 3.135 1.528 -4.007 0.14
H 3.700 2.861 -2.963 0.15
H 4.552 0.740 -0.157 0.13
H 4.506 2.415 -0.784 0.15
H 6.094 -0.821 -1.049 0.14
H 7.224 -0.336 -2.328 0.15
H 7.188 1.908 -3.155 0.15
H 6.040 3.089 -2.490 0.15

***

[5]
13
Properties=species:S:1:pos:R:3:lowdin_charge:R:1 method="wB97M-V/def2-TZVPD" multiplicity=1 e_above_lowest_kj_mol=241.9 orbital_gap_ha=0.3713 total_charge=0
H 1.354 2.132 0.088 0.01
N 1.525 1.184 0.041 0.14
C 0.365 0.674 -0.089 -0.37
C -1.195 0.980 -0.028 -0.11
N -1.972 -0.309 0.161 0.06
C -1.056 -1.154 -0.066 -0.22
N 0.199 -0.674 -0.232 -0.15
N 1.395 -1.484 0.091 0.07
H -1.443 1.542 0.864 0.09
H -1.570 1.497 -1.027 0.15
H -1.317 -2.170 -0.078 0.11
H 1.701 -1.033 1.020 0.11
H 2.013 -1.186 -0.746 0.11

***

[6]
8
Properties=species:S:1:pos:R:3:lowdin_charge:R:1 method="wB97M-V/def2-TZVPD" multiplicity=1 e_above_lowest_kj_mol=349.0 orbital_gap_ha=0.3275 total_charge=0
C -0.056 0.359 0.780 -0.70
C -0.526 -0.141 -0.334 -0.45
F 0.602 -0.395 1.802 -0.09
F -0.860 -1.179 -2.875 -0.44
S -0.194 2.154 1.256 0.70
S -0.608 -1.454 -1.242 1.05
H 0.947 2.096 2.145 -0.08
H 0.694 -1.441 -1.533 0.01